Record 1
Density functional theory data (the ωB97M-V functional and the def2-TZVPD basis) for 13 unconnected molecules or ions with the total composition C53H127F30N9O4P5 at a distorted geometry.

Geometry as ORCA input:
```
! wB97M-V def2-TZVPD RIJCOSX def2/J DEFGRID3
* xyz 3 1
C 1.297 -3.924 -0.424
C 1.169 -2.336 -0.183
C -0.133 -1.860 -0.568
N -0.294 -0.258 -0.644
C -0.022 0.451 0.750
C -0.468 1.899 0.863
C -1.824 2.055 0.354
C -2.093 1.421 -1.028
C -1.793 -0.008 -1.084
C 0.658 0.316 -1.759
H 2.334 -4.233 -0.561
H 0.781 -4.283 -1.314
H 0.792 -4.470 0.373
H 1.947 -1.909 -0.815
H 1.268 -2.045 0.863
H -0.880 -2.237 0.131
H -0.402 -2.184 -1.573
H -0.577 -0.093 1.514
H 1.054 0.394 0.918
H -0.362 2.397 1.827
H 0.223 2.455 0.228
H -2.613 1.860 1.080
H -2.006 3.111 0.156
H -3.104 1.532 -1.421
H -1.548 2.041 -1.740
H -2.503 -0.529 -0.443
H -1.886 -0.407 -2.095
H 0.378 1.343 -1.994
H 0.499 -0.293 -2.649
H 1.715 0.297 -1.493
C -3.501 -2.793 1.977
C -3.390 -2.224 3.351
C -3.119 -3.379 4.420
N -3.370 -2.983 5.929
C -2.936 -4.101 6.898
C -2.964 -3.679 8.423
C -2.207 -2.352 8.669
C -2.512 -1.261 7.677
C -2.582 -1.645 6.230
C -4.858 -2.669 6.112
H -4.221 -3.611 1.993
H -2.652 -3.279 1.495
H -3.920 -2.016 1.337
H -4.279 -1.623 3.541
H -2.545 -1.536 3.336
H -2.108 -3.776 4.332
H -3.899 -4.134 4.326
H -1.977 -4.443 6.509
H -3.668 -4.865 6.636
H -2.506 -4.484 8.998
H -4.029 -3.664 8.656
H -1.144 -2.557 8.798
H -2.404 -1.889 9.635
H -1.873 -0.390 7.821
H -3.452 -0.794 7.970
H -1.550 -1.793 5.910
H -3.014 -0.816 5.670
H -5.257 -1.792 5.601
H -4.973 -2.563 7.190
H -5.509 -3.502 5.846
C 7.456 6.043 -2.598
C 6.657 5.734 -3.947
C 5.151 5.497 -3.693
N 4.316 4.597 -4.690
C 4.963 3.175 -4.595
C 3.989 2.169 -5.278
C 2.581 2.037 -4.642
C 1.938 3.394 -4.783
C 2.813 4.612 -4.188
C 4.371 5.202 -6.100
H 6.906 6.832 -2.085
H 8.426 6.487 -2.819
H 7.571 5.214 -1.899
H 7.132 4.867 -4.404
H 6.765 6.483 -4.731
H 4.637 6.458 -3.736
H 5.001 5.139 -2.675
H 5.023 2.859 -3.553
H 5.903 3.267 -5.139
H 4.455 1.190 -5.385
H 3.728 2.414 -6.308
H 2.614 1.691 -3.609
H 1.900 1.400 -5.206
H 0.981 3.187 -4.305
H 1.651 3.705 -5.787
H 2.866 4.554 -3.101
H 2.490 5.644 -4.321
H 4.187 6.277 -6.077
H 3.589 4.707 -6.677
H 5.371 4.941 -6.445
C -2.502 7.270 -2.403
N -2.257 6.055 -3.285
C -2.313 4.807 -2.377
C -3.338 5.967 -4.404
C -0.822 6.107 -3.911
C -0.525 7.399 -4.687
O -1.076 7.147 -5.984
H -3.295 7.091 -1.677
H -2.717 8.084 -3.097
H -1.599 7.435 -1.817
H -2.214 3.939 -3.029
H -3.182 4.770 -1.721
H -1.396 4.634 -1.813
H -3.106 5.044 -4.934
H -3.135 6.812 -5.062
H -4.260 6.088 -3.834
H -0.585 5.130 -4.332
H -0.246 6.053 -2.987
H 0.545 7.439 -4.892
H -1.013 8.276 -4.262
H -0.536 6.466 -6.392
C 4.546 -7.610 1.703
N 5.247 -6.272 2.046
C 6.839 -6.418 2.116
C 4.685 -5.352 0.866
C 4.708 -5.650 3.418
C 3.313 -6.013 3.806
O 2.419 -5.346 2.953
H 3.498 -7.558 1.408
H 4.649 -8.365 2.483
H 5.148 -7.922 0.849
H 7.142 -6.896 1.185
H 7.067 -7.209 2.832
H 7.204 -5.404 2.274
H 3.616 -5.217 0.702
H 5.104 -5.775 -0.047
H 5.232 -4.433 1.077
H 4.843 -4.569 3.456
H 5.404 -5.966 4.195
H 3.135 -5.709 4.838
H 3.045 -7.069 3.805
H 2.383 -4.446 3.283
C -0.412 -5.204 -6.615
N 0.860 -4.490 -6.047
C 1.748 -5.556 -5.264
C 1.681 -3.995 -7.197
C 0.555 -3.238 -5.031
C -0.405 -2.174 -5.488
O -0.026 -1.265 -6.486
H -0.651 -5.748 -5.701
H -0.052 -5.911 -7.362
H -1.186 -4.513 -6.951
H 1.193 -5.843 -4.370
H 2.694 -5.096 -4.978
H 1.887 -6.353 -5.995
H 1.067 -3.262 -7.721
H 2.108 -4.713 -7.897
H 2.443 -3.378 -6.721
H 1.430 -2.751 -4.600
H 0.190 -3.841 -4.200
H -0.658 -1.584 -4.606
H -1.362 -2.609 -5.775
H -0.866 -0.849 -6.693
C -8.171 1.081 -0.409
N -7.203 0.573 0.724
C -5.885 1.326 0.649
C -7.831 0.926 2.074
C -6.967 -0.942 0.751
C -6.622 -1.605 -0.641
O -5.242 -1.412 -1.039
H -7.717 0.903 -1.384
H -8.451 2.104 -0.160
H -9.100 0.512 -0.354
H -5.632 1.079 -0.382
H -5.213 0.785 1.316
H -6.039 2.402 0.720
H -8.864 0.581 2.098
H -7.711 1.981 2.321
H -7.248 0.373 2.811
H -7.846 -1.383 1.220
H -6.133 -1.153 1.421
H -7.327 -1.187 -1.359
H -6.944 -2.644 -0.565
H -5.017 -2.128 -1.637
C 4.314 3.204 4.827
C 3.299 3.097 5.977
N 1.893 3.321 5.517
C 1.230 2.924 4.314
C -0.126 3.381 4.358
N -0.285 4.073 5.553
C 0.920 3.975 6.270
C -1.449 4.875 5.990
H 4.353 2.302 4.217
H 5.323 3.346 5.215
H 3.974 3.999 4.164
H 3.525 3.944 6.624
H 3.275 2.159 6.531
H 1.716 2.288 3.590
H -0.977 3.226 3.711
H 0.966 4.303 7.298
H -0.999 5.716 6.517
H -1.994 4.197 6.648
H -2.017 5.143 5.099
P -3.107 -3.882 -2.998
F -2.959 -3.504 -1.398
F -2.555 -2.369 -3.334
F -1.620 -4.543 -2.935
F -3.327 -4.211 -4.586
F -3.778 -5.302 -2.556
F -4.596 -3.279 -3.134
P 1.666 -2.135 4.571
F 1.846 -2.850 3.181
F 0.005 -2.067 4.165
F 1.496 -3.601 5.238
F 1.393 -1.431 6.021
F 3.236 -2.193 5.020
F 1.842 -0.704 3.710
P -1.977 6.211 1.802
F -0.794 5.689 0.885
F -3.086 5.574 0.665
F -2.035 4.709 2.408
F -3.448 6.626 2.564
F -0.987 6.613 2.982
F -2.011 7.658 1.169
P 3.940 2.983 0.179
F 4.883 3.309 1.392
F 2.773 2.678 1.308
F 3.433 4.514 0.052
F 2.952 2.438 -1.063
F 5.244 3.017 -0.878
F 4.394 1.449 0.324
P 2.148 -7.595 -1.610
F 3.061 -6.284 -1.713
F 3.532 -8.394 -1.164
F 1.627 -7.144 -0.108
F 1.232 -8.992 -1.764
F 0.799 -6.867 -2.225
F 2.482 -7.874 -3.193
*
```

As for the frontier orbital gap: 9.0 eV. The total energy comes out at -7592.06701 hartree. The LUMO energy comes out at -0.2027 Eh.

***

Record 2
Density functional theory data (the ωB97M-V functional and the def2-TZVPD basis) for 9 unconnected molecules or ions with the total composition C53H130F6N9O19S2 at a distorted geometry.

Geometry as ORCA input:
```
! wB97M-V def2-TZVPD RIJCOSX def2/J DEFGRID3
* xyz 5 1
C 0.308 -2.210 -0.491
C -0.132 -0.868 0.102
C 1.116 0.078 0.350
C 1.778 0.704 -0.899
C 0.711 1.398 -1.689
C -0.601 0.585 -2.062
N -1.048 -0.167 -0.872
O -2.303 -0.839 -0.987
C -0.481 -0.239 -3.271
C -1.592 1.692 -2.425
C -0.889 -1.069 1.548
H -0.405 -3.034 -0.507
H 1.054 -2.511 0.244
H 0.812 -2.004 -1.436
H 1.820 -0.541 0.908
H 0.904 0.809 1.130
H 2.259 -0.041 -1.532
H 2.568 1.345 -0.508
H 1.123 1.697 -2.653
H 0.425 2.254 -1.078
H 0.259 -1.032 -3.167
H -0.130 0.371 -4.103
H -1.407 -0.518 -3.774
H -2.582 1.326 -2.698
H -1.124 2.288 -3.209
H -1.638 2.276 -1.506
H -1.779 -1.695 1.613
H -1.306 -0.083 1.753
H -0.183 -1.384 2.316
C 5.712 5.390 4.780
O 5.560 4.093 5.498
C 5.739 4.155 6.965
C 5.632 2.715 7.420
N 4.098 2.375 7.206
H 3.585 2.882 7.913
H 3.601 2.679 6.381
C 3.654 0.883 7.309
C 3.862 0.101 6.082
O 3.282 0.637 4.888
C 1.847 0.476 4.850
H 5.145 6.118 5.361
H 5.344 5.292 3.759
H 6.752 5.714 4.770
H 4.977 4.837 7.343
H 6.614 4.674 7.355
H 5.832 2.593 8.485
H 6.272 2.043 6.849
H 2.648 0.929 7.725
H 4.141 0.364 8.134
H 3.628 -0.963 6.128
H 4.933 -0.100 6.054
H 1.387 -0.504 4.725
H 1.412 1.029 4.018
H 1.422 0.898 5.761
C 2.171 -0.866 -8.118
O 2.262 -1.026 -6.735
C 3.254 -0.116 -6.171
C 3.545 -0.234 -4.646
N 3.486 -1.720 -4.075
H 4.114 -1.851 -3.294
H 2.564 -2.105 -3.921
C 4.170 -2.820 -4.966
C 4.345 -4.080 -4.119
O 3.053 -4.604 -3.871
C 2.915 -5.757 -3.020
H 1.662 0.033 -8.465
H 1.693 -1.727 -8.585
H 3.117 -0.705 -8.636
H 3.165 0.919 -6.500
H 4.212 -0.435 -6.582
H 2.776 0.297 -4.085
H 4.499 0.184 -4.328
H 5.072 -2.412 -5.421
H 3.541 -3.000 -5.837
H 4.739 -3.872 -3.124
H 5.074 -4.706 -4.633
H 1.883 -5.690 -2.676
H 3.502 -5.695 -2.104
H 3.183 -6.678 -3.538
C 5.276 7.653 -0.241
O 4.872 7.226 -1.488
C 3.835 6.247 -1.593
C 4.015 4.874 -0.928
N 5.504 4.349 -0.848
H 5.761 4.422 -1.822
H 6.132 5.012 -0.417
C 5.746 2.904 -0.412
C 5.391 2.674 1.068
O 4.054 2.884 1.326
C 3.683 2.882 2.587
H 5.768 6.944 0.426
H 4.381 7.909 0.327
H 5.828 8.592 -0.285
H 3.573 6.037 -2.629
H 2.935 6.671 -1.147
H 3.501 4.177 -1.590
H 3.743 4.953 0.125
H 6.812 2.727 -0.554
H 5.046 2.260 -0.946
H 6.046 3.208 1.757
H 5.697 1.648 1.276
H 4.251 2.327 3.333
H 2.605 2.791 2.719
H 3.944 3.911 2.833
C -0.842 5.495 -2.861
O -0.471 4.705 -4.013
C 0.862 5.093 -4.539
C 1.231 3.985 -5.534
N 0.176 4.033 -6.674
H -0.721 4.288 -6.286
H 0.277 4.838 -7.275
C 0.050 2.704 -7.419
C -1.172 2.636 -8.278
O -2.371 2.762 -7.431
C -3.606 2.444 -8.079
H -1.203 6.484 -3.143
H -0.140 5.612 -2.036
H -1.722 5.037 -2.408
H 1.615 4.920 -3.770
H 1.020 6.148 -4.763
H 1.209 2.969 -5.139
H 2.111 4.144 -6.157
H 0.080 1.942 -6.639
H 1.023 2.557 -7.887
H -1.289 1.734 -8.879
H -1.163 3.393 -9.061
H -3.492 1.720 -8.886
H -4.072 3.357 -8.450
H -4.371 2.108 -7.380
C -4.724 -2.606 -7.041
O -4.393 -3.010 -5.664
C -5.088 -2.298 -4.656
C -4.701 -2.651 -3.282
N -3.150 -2.636 -3.201
H -2.952 -2.124 -4.049
H -2.850 -2.025 -2.455
C -2.315 -4.016 -3.172
C -0.825 -3.989 -3.632
O -0.783 -3.153 -4.798
C 0.508 -3.350 -5.434
H -3.867 -2.536 -7.710
H -4.767 -1.530 -6.875
H -5.688 -2.946 -7.419
H -6.142 -2.374 -4.923
H -4.928 -1.230 -4.803
H -4.983 -3.688 -3.098
H -5.178 -1.991 -2.557
H -2.818 -4.718 -3.836
H -2.457 -4.420 -2.169
H -0.461 -4.981 -3.898
H -0.179 -3.623 -2.835
H 1.219 -2.680 -4.951
H 0.382 -2.847 -6.393
H 0.850 -4.365 -5.635
C -4.290 -3.077 2.082
O -4.661 -1.717 2.309
C -5.446 -1.046 1.386
C -5.247 0.493 1.447
N -3.792 0.943 1.228
H -3.287 0.274 1.791
H -3.533 0.712 0.279
C -3.327 2.331 1.723
C -3.266 2.506 3.248
O -2.643 1.308 3.819
C -2.625 1.340 5.217
H -3.860 -3.233 1.093
H -5.230 -3.609 2.228
H -3.480 -3.581 2.609
H -6.494 -1.304 1.540
H -5.348 -1.334 0.340
H -5.548 0.868 2.425
H -5.880 0.989 0.711
H -3.956 3.097 1.271
H -2.351 2.415 1.244
H -4.250 2.621 3.702
H -2.784 3.444 3.525
H -2.372 2.274 5.720
H -1.790 0.675 5.434
H -3.543 0.934 5.643
C -3.493 -1.964 5.092
O -4.080 -3.253 4.994
C -4.809 -3.717 6.165
C -6.259 -3.204 6.300
N -6.889 -3.028 4.899
H -6.829 -2.057 4.627
H -6.287 -3.458 4.212
C -8.353 -3.393 4.780
C -8.937 -2.860 3.549
O -8.218 -3.469 2.443
C -8.623 -3.200 1.029
H -4.376 -1.326 5.122
H -2.884 -1.690 4.231
H -2.885 -1.763 5.974
H -4.243 -3.414 7.047
H -4.952 -4.796 6.104
H -6.223 -2.251 6.829
H -6.883 -3.846 6.921
H -8.616 -2.756 5.625
H -8.619 -4.379 5.163
H -8.895 -1.777 3.664
H -9.999 -3.104 3.523
H -9.699 -3.368 0.964
H -8.182 -4.034 0.483
H -8.221 -2.338 0.496
C 1.620 -3.881 3.940
F 0.914 -4.994 3.742
F 2.015 -3.386 2.726
F 0.877 -2.872 4.492
S 3.212 -4.228 4.874
O 3.994 -5.344 4.262
O 3.887 -2.944 4.861
N 2.601 -4.782 6.364
S 3.774 -4.327 7.258
O 5.160 -4.345 6.765
O 3.314 -3.139 7.927
C 3.840 -5.638 8.714
F 2.639 -6.216 8.804
F 4.730 -6.524 8.355
F 4.145 -5.093 9.856
*
```

As for the frontier orbital gap: 4.8 eV. The total energy comes out at -5412.87404 hartree. The LUMO energy comes out at -0.3545 Eh.

***

Which of these has the highest frontier orbital gap? C53H127F30N9O4P5